Model A:
One molecule with the formula C6H9NO2, computed with ωB97M-V/def2-TZVPD.

For the orbital gap, the calculation gives 8.3349 eV. The calculation puts the HOMO energy at -7.68 eV. As for the spin multiplicity: 1. The calculation puts the LUMO energy at 0.652 eV. Its structure (SMILES) is C=C(/C=C(\C)N)C(=O)O.

XYZ file:
```
18
C6H9NO2 | the OMol25 dataset | ωB97M-V/def2-TZVPD
C 0.809 -0.673 -0.636
C 0.979 -1.438 0.644
C -0.022 1.567 0.632
N 1.750 -0.884 -1.613
C -0.321 0.076 -0.923
C -2.591 0.511 -0.011
O 0.061 1.317 1.952
C -1.266 0.546 0.033
O 0.613 2.468 0.117
H -0.768 1.284 2.464
H 2.675 -1.124 -1.266
H 1.753 -0.188 -2.353
H -0.409 0.529 -1.910
H 0.202 -1.236 1.386
H 1.940 -1.206 1.112
H 0.914 -2.515 0.453
H -3.098 -0.082 -0.776
H -3.221 1.047 0.694
```

Model B:
One molecule with the formula C6H9NO2, computed with ωB97M-V/def2-TZVPD.

For the orbital gap, the calculation gives 9.8285 eV. The calculation puts the HOMO energy at -9.74 eV. As for the spin multiplicity: 1. The calculation puts the LUMO energy at 0.087 eV. Its structure (SMILES) is O=C(O)C1=NCCCC1.

XYZ file:
```
18
C6H9NO2 | the OMol25 dataset | ωB97M-V/def2-TZVPD
C 2.497 -0.333 -0.005
C 0.979 -0.302 -0.093
C -1.084 -1.493 -0.194
C -1.793 -0.215 0.373
C -1.214 0.961 -0.250
C 0.244 1.015 -0.002
H 2.645 1.469 -0.117
H -1.514 -1.832 -1.303
H -1.263 -2.583 0.556
H -2.820 -0.441 0.400
H -1.628 -0.274 1.558
H -1.290 1.075 -1.318
H -1.455 1.917 0.172
H 0.298 1.548 0.997
H 0.752 1.554 -0.663
N 0.368 -1.454 -0.217
O 3.175 0.826 -0.014
O 3.105 -1.438 0.120
```

Model C:
One molecule with the formula C6H9NO2, computed with ωB97M-V/def2-TZVPD.

For the orbital gap (spin up / spin down), the calculation gives 7.4189 / 7.3429 eV. The calculation puts the HOMO energy (spin up / spin down) at -8.32 / -8.28 eV. As for the spin multiplicity: 1. The calculation puts the LUMO energy (spin up / spin down) at -0.905 / -0.940 eV. Its structure (SMILES) is [H]/N=C\C(=O)C(O)=C(C)C.

XYZ file:
```
18
C6H9NO2 | the OMol25 dataset | ωB97M-V/def2-TZVPD
C 1.005 1.171 -0.749
C 1.272 -1.263 -0.138
C -1.036 -0.360 -0.557
C -1.839 0.510 0.269
C 0.316 -0.093 -0.248
C -0.666 0.950 1.318
O -1.529 -1.388 -1.291
N -0.558 0.272 2.424
O -3.013 0.755 0.384
H -0.905 -1.611 -1.999
H -0.767 -0.719 2.255
H -0.431 2.018 1.349
H 1.674 -1.540 -1.117
H 1.783 1.495 -0.055
H 1.487 0.955 -1.710
H 0.302 1.991 -0.906
H 2.120 -0.994 0.496
H 0.784 -2.149 0.274
```

Model D:
A 2-piece molecular cluster, C6H9NO2 overall, computed with ωB97M-V/def2-TZVPD.

For the orbital gap, the calculation gives 8.7900 eV. The calculation puts the HOMO energy at -8.21 eV. As for the spin multiplicity: 1. The calculation puts the LUMO energy at 0.581 eV. Its structure (SMILES) is CC=C=CCN.O=C=O.

XYZ file:
```
18
C6H9NO2 | the OMol25 dataset | ωB97M-V/def2-TZVPD
C 0.174 0.081 -0.713
C 0.011 -0.195 0.531
C 3.589 -1.788 -0.854
C -0.192 1.503 -1.397
C -0.378 -0.144 1.952
C -1.612 -0.620 2.508
N -1.245 1.547 -2.318
O 3.097 -2.735 -0.479
O 4.039 -0.779 -1.159
H 0.592 -0.780 -1.227
H -0.291 2.172 -0.530
H 0.793 1.801 -1.933
H 0.488 0.062 2.511
H -1.784 -0.126 3.450
H -1.501 -1.756 2.911
H -2.532 -0.676 1.896
H -1.008 0.926 -3.101
H -2.242 1.507 -2.048
```

Most favorable structure: model D. The second most favorable one is 2.8 kcal/mol above it.

Model A:
One molecule with the formula C3H5N5, computed with ωB97M-V/def2-TZVPD.

For the orbital gap, the calculation gives 9.1214 eV. The calculation puts the HOMO energy at -9.23 eV. As for the spin multiplicity: 1. The calculation puts the LUMO energy at -0.107 eV. Its structure (SMILES) is [H]/N=c1/cnncn1N.

XYZ file:
```
13
C3H5N5 | the OMol25 dataset | ωB97M-V/def2-TZVPD
C 1.224 0.724 0.102
C -0.549 -0.841 1.234
C -0.686 -0.607 -0.346
H -1.431 1.392 -1.350
H 0.130 1.044 -2.795
H 1.601 1.630 -0.437
H -1.395 -1.240 2.060
H -1.622 -0.730 -2.090
N -0.325 1.365 -1.666
N 0.200 0.275 -0.682
N 1.558 0.309 1.260
N 0.597 -0.502 1.948
N -1.632 -1.126 -1.049
```

Model B:
One molecule with the formula C3H5N5, computed with ωB97M-V/def2-TZVPD.

For the orbital gap, the calculation gives 9.7965 eV. The calculation puts the HOMO energy at -9.52 eV. As for the spin multiplicity: 1. The calculation puts the LUMO energy at 0.274 eV. Its structure (SMILES) is [H]/N=C1\N/C(=N/[H])N\C1=N\[H].

XYZ file:
```
13
C3H5N5 | the OMol25 dataset | ωB97M-V/def2-TZVPD
C 1.338 -0.154 -0.071
C -0.864 -0.709 -0.012
C -0.661 0.831 0.028
H 3.287 -0.702 -0.325
H 0.756 -2.075 0.174
H -2.737 -1.146 -0.492
H -1.380 2.591 -0.111
H 1.151 1.837 0.085
N 2.547 0.041 -0.174
N 0.441 -1.156 0.410
N -1.895 -1.578 -0.178
N -1.707 1.630 0.057
N 0.621 1.018 0.027
```

Model C:
One molecule with the formula C3H5N5, computed with ωB97M-V/def2-TZVPD.

For the orbital gap, the calculation gives 9.0816 eV. The calculation puts the HOMO energy at -9.35 eV. As for the spin multiplicity: 1. The calculation puts the LUMO energy at -0.273 eV. Its structure (SMILES) is [H]/N=c1\nn[nH]c(C)n1.

XYZ file:
```
13
C3H5N5 | the OMol25 dataset | ωB97M-V/def2-TZVPD
C -2.388 -0.821 0.078
C -1.030 -0.299 -0.097
C 0.773 0.914 -0.437
H -2.321 -1.069 1.186
H -2.497 -1.967 -0.235
H -2.880 -0.006 -0.375
H 2.121 2.242 0.000
H -0.690 -2.000 1.329
N -0.524 0.634 -0.758
N 1.216 2.091 -0.578
N 1.528 0.053 0.177
N 1.168 -0.918 0.829
N -0.226 -1.283 0.449
```

Model D:
One molecule with the formula C3H5N5, computed with ωB97M-V/def2-TZVPD.

For the orbital gap, the calculation gives 10.2243 eV. The calculation puts the HOMO energy at -10.02 eV. As for the spin multiplicity: 1. The calculation puts the LUMO energy at 0.208 eV. Its structure (SMILES) is [H]/N=C(\N)N/C(C#N)=N/[H].

XYZ file:
```
13
C3H5N5 | the OMol25 dataset | ωB97M-V/def2-TZVPD
C -1.321 -0.049 -0.003
C 1.138 -0.743 -0.001
C 1.687 0.651 0.011
H -0.567 1.631 0.861
H -0.538 1.663 -0.833
H -3.153 0.231 -0.009
H -0.448 -1.893 0.025
H 2.878 -1.433 0.009
N -1.079 1.403 0.006
N -2.482 -0.552 -0.021
N -0.217 -0.906 -0.009
N 1.909 -1.710 -0.009
N 2.193 1.707 -0.026
```

Most favorable structure: model D. The second most favorable one is 9.6 kcal/mol above it.

Model A:
A 2-piece molecular cluster, C3H9N overall, computed with ωB97M-V/def2-TZVPD.

For the orbital gap, the calculation gives 10.6716 eV. The calculation puts the HOMO energy at -9.43 eV. As for the spin multiplicity: 1. The calculation puts the LUMO energy at 1.241 eV. Its structure (SMILES) is C=C.CN.

XYZ file:
```
13
C3H9N | the OMol25 dataset | ωB97M-V/def2-TZVPD
C 0.152 2.904 -6.094
C 1.274 2.534 -5.465
H 0.113 3.943 -6.387
H -0.604 2.170 -6.290
H 2.255 2.986 -5.314
H 1.232 1.525 -5.021
C -1.102 -2.820 5.492
N -0.107 -1.906 4.864
H -1.761 -3.332 4.795
H -1.702 -2.175 6.167
H -0.609 -3.622 6.054
H 0.532 -2.543 4.404
H -0.620 -1.326 4.215
```

Model B:
One molecule with the formula C3H9N, computed with ωB97M-V/def2-TZVPD.

For the orbital gap, the calculation gives 10.4183 eV. The calculation puts the HOMO energy at -9.26 eV. As for the spin multiplicity: 1. The calculation puts the LUMO energy at 1.162 eV. Its structure (SMILES) is CCCN.

XYZ file:
```
13
C3H9N | the OMol25 dataset | ωB97M-V/def2-TZVPD
C 0.026 -0.832 -0.373
C 0.250 0.612 0.111
C -1.043 1.025 0.869
N 1.171 -1.561 -0.859
H -0.739 -0.639 -1.192
H -0.542 -1.470 0.321
H 0.583 1.285 -0.754
H 1.209 0.957 0.497
H -1.063 0.768 1.915
H -1.780 0.647 0.153
H -1.538 2.066 0.766
H 1.681 -1.868 -0.035
H 1.783 -0.990 -1.419
```

Most favorable structure: model B. The second most favorable one is 3.6 kcal/mol above it.

Model A:
One molecule with the formula C5H6Cl2, computed with ωB97M-V/def2-TZVPD.

For the orbital gap, the calculation gives 9.9801 eV. The calculation puts the HOMO energy at -9.30 eV. As for the spin multiplicity: 1. The calculation puts the LUMO energy at 0.675 eV. Its structure (SMILES) is C=C(Cl)/C=C(/C)Cl.

XYZ file:
```
13
C5H6Cl2 | the OMol25 dataset | ωB97M-V/def2-TZVPD
C -1.735 1.269 1.086
C -0.383 -0.610 -0.030
C -1.687 0.297 0.238
C 0.820 -0.055 -0.182
C 2.045 -0.937 -0.652
Cl -3.081 -0.205 -0.626
Cl 1.079 1.618 -0.490
H -2.588 1.931 1.246
H -0.808 1.502 1.494
H -0.601 -1.560 0.224
H 2.931 -0.215 -0.434
H 1.778 -1.173 -1.771
H 2.232 -1.861 -0.102
```

Model B:
One molecule with the formula C5H6Cl2, computed with ωB97M-V/def2-TZVPD.

For the orbital gap, the calculation gives 10.0511 eV. The calculation puts the HOMO energy at -9.19 eV. As for the spin multiplicity: 1. The calculation puts the LUMO energy at 0.864 eV. Its structure (SMILES) is CC1=C(Cl)C[C@H]1Cl.

XYZ file:
```
13
C5H6Cl2 | the OMol25 dataset | ωB97M-V/def2-TZVPD
C -0.031 -0.362 0.201
C -0.985 0.155 1.059
C -0.497 1.569 0.988
C 0.491 1.028 -0.108
C 0.440 -1.638 -0.276
Cl -2.461 -0.409 1.852
Cl 2.125 1.502 0.266
H -1.220 2.265 0.788
H 0.002 1.981 1.789
H 0.263 1.381 -1.230
H 0.840 -2.241 0.628
H 1.383 -1.616 -0.909
H -0.281 -2.320 -0.784
```

Most favorable structure: model B. The second most favorable one is 6.9 kcal/mol above it.

Model A:
An isolated ion of composition C5H12IN2 and charge +1, computed with ωB97M-V/def2-TZVPD.

For the orbital gap, the calculation gives 6.8689 eV. The calculation puts the HOMO energy at -11.39 eV. As for the spin multiplicity: 1. As for the net charge: +1. The calculation puts the LUMO energy at -4.519 eV.

XYZ file:
```
20
C5H12IN2 | the OMol25 dataset | ωB97M-V/def2-TZVPD
C -0.102 -0.794 0.936
C 1.119 -0.057 0.346
C 0.618 1.664 -1.198
C -1.310 0.160 0.723
C 1.460 -0.420 -2.035
N 1.049 0.471 -0.972
N -2.462 -0.657 1.371
I -1.094 1.655 2.369
H -0.249 -1.707 0.334
H -0.106 -0.932 2.004
H 1.215 0.868 1.108
H 2.164 -0.577 0.408
H 0.300 2.216 -2.056
H 0.474 2.307 -0.393
H 1.036 -0.232 -3.025
H 2.580 -0.131 -2.371
H 1.401 -1.429 -1.915
H -3.230 -0.001 1.298
H -2.220 -0.943 2.299
H -2.643 -1.462 0.770
```

Model B:
An isolated ion of composition C5H12IN2 and charge +1, computed with ωB97M-V/def2-TZVPD.

For the orbital gap, the calculation gives 9.7728 eV. The calculation puts the HOMO energy at -13.50 eV. As for the spin multiplicity: 1. As for the net charge: +1. The calculation puts the LUMO energy at -3.726 eV. Its structure (SMILES) is C[C@@H]1[C@H]([NH2+]CI)N1C.

XYZ file:
```
20
C5H12IN2 | the OMol25 dataset | ωB97M-V/def2-TZVPD
C 1.279 -0.749 0.283
C 0.038 0.084 0.700
C 1.408 -1.888 -0.571
C 1.478 1.866 -0.187
C -2.346 0.594 -0.082
N 0.773 0.565 -0.337
N -1.454 -0.545 0.236
I -4.486 0.053 0.200
H 1.943 -0.581 1.119
H -0.234 0.548 1.635
H 0.502 -1.892 -1.201
H 1.773 -2.889 -0.055
H 2.164 -1.701 -1.284
H 1.887 2.145 -1.175
H 0.817 2.618 0.119
H 2.332 1.788 0.551
H -2.103 1.437 0.578
H -2.368 0.971 -1.140
H -1.861 -1.088 1.159
H -1.541 -1.337 -0.548
```

Most favorable structure: model B. The second most favorable one is 25.9 kcal/mol above it.

Model A:
One molecule with the formula C4H5NO3, computed with ωB97M-V/def2-TZVPD.

For the orbital gap (spin up / spin down), the calculation gives 5.7910 / 7.0499 eV. The calculation puts the HOMO energy (spin up / spin down) at -5.49 / -8.88 eV. As for the spin multiplicity: 3. The calculation puts the LUMO energy (spin up / spin down) at 0.306 / -1.825 eV.

XYZ file:
```
13
C4H5NO3 | the OMol25 dataset | ωB97M-V/def2-TZVPD
C -1.281 0.587 0.077
C 0.861 1.493 -0.140
C -0.448 -0.451 -0.177
C 0.936 -0.002 -0.434
N 1.940 -0.567 0.412
O 1.313 2.574 -0.002
O -0.740 -1.785 -0.344
O -2.634 0.588 0.246
H 1.216 0.012 -1.612
H 1.614 -1.589 0.345
H 1.714 -0.474 1.370
H -1.565 -1.898 0.065
H -2.927 1.510 0.195
```

Model B:
A 2-piece molecular cluster, C4H5NO3 overall, computed with ωB97M-V/def2-TZVPD.

For the orbital gap (spin up / spin down), the calculation gives 6.2001 / 7.0111 eV. The calculation puts the HOMO energy (spin up / spin down) at -5.82 / -10.05 eV. As for the spin multiplicity: 3. The calculation puts the LUMO energy (spin up / spin down) at 0.385 / -3.036 eV.

XYZ file:
```
13
C4H5NO3 | the OMol25 dataset | ωB97M-V/def2-TZVPD
C -1.016 0.287 -1.028
C -0.118 1.009 -0.477
C 0.419 2.270 -0.133
C 0.546 -1.306 0.185
N -0.509 -2.025 0.270
O 0.306 3.313 -0.744
O -1.866 -0.460 -1.405
O 1.275 2.198 0.987
H 0.797 -0.675 1.028
H 1.155 -1.539 -0.692
H -0.861 -2.458 -0.611
H 0.900 1.501 1.556
H -1.026 -2.116 1.064
```

Most favorable structure: model B. The second most favorable one is 30.0 kcal/mol above it.

Model A:
One molecule with the formula C4H6ClN, computed with ωB97M-V/def2-TZVPD.

For the orbital gap, the calculation gives 11.8666 eV. The calculation puts the HOMO energy at -11.08 eV. As for the spin multiplicity: 1. The calculation puts the LUMO energy at 0.789 eV. Its structure (SMILES) is N#CCCCCl.

XYZ file:
```
12
C4H6ClN | the OMol25 dataset | ωB97M-V/def2-TZVPD
C -1.059 -0.537 0.704
C -0.328 0.714 0.353
C 0.772 0.374 -0.767
C 1.716 -0.649 -0.357
H -0.235 -1.280 0.624
H -1.524 -0.418 1.731
H 0.244 1.249 1.111
H -0.884 1.414 -0.206
H 0.095 0.108 -1.613
H 1.220 1.360 -1.130
N 2.372 -1.499 0.009
Cl -2.390 -0.837 -0.461
```

Model B:
One molecule with the formula C4H6ClN, computed with ωB97M-V/def2-TZVPD.

For the orbital gap, the calculation gives 9.8663 eV. The calculation puts the HOMO energy at -9.02 eV. As for the spin multiplicity: 1. The calculation puts the LUMO energy at 0.842 eV. Its structure (SMILES) is Cl/C=C\[C@H]1CN1.

XYZ file:
```
12
C4H6ClN | the OMol25 dataset | ωB97M-V/def2-TZVPD
C -1.274 0.077 -1.655
C -0.367 -0.290 -0.792
C 0.358 0.446 0.328
C 0.684 -0.264 1.614
H -1.877 -0.666 -2.202
H -0.052 -1.386 -1.073
H -0.136 1.550 0.496
H 0.387 -1.296 1.826
H 0.472 0.520 2.488
H 2.002 -0.645 0.314
N 1.682 0.155 0.743
Cl -1.879 1.800 -2.086
```

Most favorable structure: model A. The second most favorable one is 53.8 kcal/mol above it.

Model A:
One molecule with the formula C4H12OSi, computed with ωB97M-V/def2-TZVPD.

For the orbital gap, the calculation gives 10.9123 eV. The calculation puts the HOMO energy at -9.88 eV. As for the spin multiplicity: 1. The calculation puts the LUMO energy at 1.035 eV. Its structure (SMILES) is CCO[SiH](C)C.

XYZ file:
```
18
C4H12OSi | the OMol25 dataset | ωB97M-V/def2-TZVPD
C -0.159 1.612 2.085
C -1.063 -1.472 -1.097
C 1.840 -0.287 -1.699
C -0.932 1.589 0.821
O 0.021 1.007 -0.261
Si 0.504 -0.544 -0.398
H 0.250 0.600 2.339
H 0.702 2.262 1.886
H -0.760 2.172 2.948
H -1.564 -0.808 -1.744
H -1.110 -2.402 -1.629
H -1.685 -1.519 -0.166
H 1.648 0.758 -2.236
H 2.760 -0.178 -1.218
H 1.962 -1.188 -2.319
H -0.949 2.571 0.461
H -1.828 0.964 0.772
H 0.974 -1.144 0.884
```

Model B:
A 2-piece molecular cluster, C4H12OSi overall, computed with ωB97M-V/def2-TZVPD.

For the orbital gap, the calculation gives 10.9535 eV. The calculation puts the HOMO energy at -10.14 eV. As for the spin multiplicity: 1. The calculation puts the LUMO energy at 0.815 eV. Its structure (SMILES) is C[SiH](C)O.C=C.

XYZ file:
```
18
C4H12OSi | the OMol25 dataset | ωB97M-V/def2-TZVPD
C 3.365 1.898 -0.723
C -2.518 -1.036 1.389
C -1.421 -1.091 -1.507
C 2.864 1.908 0.494
O 0.159 -0.072 0.728
Si -0.947 -1.210 0.331
H 3.933 2.729 -1.111
H 3.231 1.062 -1.388
H -0.028 0.857 0.624
H -3.145 -1.917 1.310
H -2.268 -0.907 2.439
H -3.124 -0.182 1.094
H -2.232 -1.764 -1.759
H -1.746 -0.090 -1.780
H -0.578 -1.341 -2.145
H 3.003 2.749 1.156
H 2.305 1.077 0.887
H -0.200 -2.425 0.643
```

Most favorable structure: model B. The second most favorable one is 12.9 kcal/mol above it.